Entry one
A 2-piece molecular cluster, C3H9N2 overall. Source: OMol25; level of theory: ωB97M-V/def2-TZVPD.

Each line ends with the Löwdin charge.
Atoms and positions in Å:
N  -0.59  -0.83  0.70  0.135
N  -1.34  0.90  -1.21  0.026
C  0.79  -1.20  0.39  -0.168
C  1.78  -0.92  1.20  0.067
C  -0.59  1.92  -1.29  -0.012
H  2.80  -1.18  0.94  0.082
H  -0.99  -0.15  -0.09  0.075
H  -0.64  -0.34  1.60  0.155
H  -0.68  2.64  -2.10  0.093
H  1.63  -0.42  2.15  0.083
H  -1.19  -1.66  0.77  0.167
H  -2.02  0.85  -1.96  0.093
H  0.89  -1.70  -0.57  0.124
H  0.17  2.08  -0.54  0.081

Results
Total charge ... +1

---

Entry two
A 2-piece molecular cluster, C3H9N2 overall. Source: OMol25; level of theory: ωB97M-V/def2-TZVPD.

Each line ends with the Löwdin charge.
Atoms and positions in Å:
N  0.55  -0.02  -1.64  0.186
N  0.27  1.29  1.92  0.073
C  -0.47  -0.43  -2.27  0.154
C  0.39  -0.04  1.53  -0.313
C  -0.61  -0.81  1.09  -0.054
H  1.35  -0.48  1.77  0.124
H  1.22  0.63  -2.05  0.160
H  -0.60  -0.20  -3.32  0.127
H  -0.54  1.79  1.58  0.100
H  1.12  1.83  1.83  0.096
H  0.58  -0.24  -0.61  0.095
H  -1.62  -0.42  0.95  0.072
H  -0.46  -1.87  0.93  0.065
H  -1.18  -1.04  -1.71  0.115

Results
Total charge ... +1

---

Entry three
An isolated ion of composition C3H9N2 and charge +1. Source: OMol25; level of theory: ωB97M-V/def2-TZVPD.

Each line ends with the Löwdin charge.
Atoms and positions in Å:
N  1.63  -0.44  -1.27  0.070
N  0.18  -0.14  0.75  0.062
C  -1.49  1.52  0.91  0.090
C  -1.26  0.20  0.87  -0.112
C  0.46  -0.90  -0.60  -0.169
H  0.51  -1.90  -0.29  0.113
H  2.54  -0.74  -0.98  0.101
H  1.64  0.01  -2.12  0.066
H  -0.63  2.10  0.51  0.104
H  0.58  -0.67  1.48  0.157
H  -2.52  1.80  0.71  0.091
H  -0.47  -0.88  -1.27  0.168
H  -1.86  -0.67  0.64  0.130
H  0.69  0.71  0.67  0.128

Results
Structure (SMILES) ... C=C[NH2+]CN
Total charge ... +1

---

Name the most stable of them. entry one.

---

Entry one
An isolated ion of composition C3H9N2 and charge +1. Source: OMol25; level of theory: ωB97M-V/def2-TZVPD.

Each line ends with the Löwdin charge.
Atoms and positions in Å:
N  0.02  -0.39  -0.91  0.040
N  -1.31  -0.03  0.94  0.232
C  1.70  0.24  0.72  -0.052
C  -1.33  -0.50  -0.35  -0.240
C  0.84  0.71  -0.45  -0.213
H  2.47  0.89  1.11  0.092
H  0.05  1.25  0.15  0.126
H  -1.59  -1.58  -0.42  0.191
H  2.14  -0.74  0.44  0.093
H  -2.05  0.14  -0.93  0.236
H  0.94  -0.01  1.50  0.077
H  1.28  1.28  -1.27  0.140
H  -2.05  -0.35  1.57  0.116
H  0.14  -0.69  -1.88  0.160

Results
Total charge ... +1

---

Entry two
An isolated ion of composition C3H9N2 and charge +1. Source: OMol25; level of theory: ωB97M-V/def2-TZVPD.

Each line ends with the Löwdin charge.
Atoms and positions in Å:
N  0.43  0.18  0.28  -0.014
N  0.66  2.45  0.02  0.263
C  -0.38  -0.72  -0.56  -0.228
C  -0.54  -2.15  -0.06  -0.073
C  0.15  1.45  0.67  -0.081
H  0.45  3.44  0.14  0.159
H  -1.61  -2.38  -0.15  0.083
H  1.42  2.28  -0.64  0.166
H  -1.31  -0.20  -0.79  0.119
H  -0.12  1.72  1.69  0.169
H  0.03  -2.86  -0.64  0.080
H  -0.56  -2.25  1.03  0.082
H  0.05  -0.81  -1.57  0.115
H  1.34  -0.15  0.58  0.160

Results
Structure (SMILES) ... CC/[NH+]=C/N
Total charge ... +1

---

Entry three
An isolated ion of composition C3H9N2 and charge +1. Source: OMol25; level of theory: ωB97M-V/def2-TZVPD.

Each line ends with the Löwdin charge.
Atoms and positions in Å:
N  1.42  0.76  1.84  0.198
N  -0.11  -0.56  0.66  0.069
C  0.46  0.58  0.94  -0.149
C  -0.44  -0.06  -1.75  -0.073
C  -1.01  -0.72  -0.51  -0.173
H  -0.22  0.99  -1.58  0.071
H  1.73  -0.02  2.39  0.139
H  -0.01  1.48  0.56  0.168
H  -1.15  -0.10  -2.58  0.095
H  0.39  -0.63  -2.16  0.089
H  1.74  1.72  1.91  0.142
H  -1.93  -0.26  -0.19  0.125
H  0.23  -1.39  1.13  0.170
H  -1.10  -1.80  -0.66  0.129

Results
Structure (SMILES) ... CC/[NH+]=C/N
Total charge ... +1

---

Name the most stable of them. entry three.

---

Entry one
A 2-piece molecular cluster, C3H9N2 overall. Source: OMol25; level of theory: ωB97M-V/def2-TZVPD.

Each line ends with the Löwdin charge.
Atoms and positions in Å:
N  1.97  -0.48  -0.56  0.120
N  -0.50  -0.16  -0.55  -0.103
C  -1.12  -1.15  0.26  -0.050
C  2.81  0.07  0.01  0.110
C  -0.63  1.12  0.14  -0.041
H  3.59  0.72  0.33  0.093
H  -1.48  1.57  -0.20  0.071
H  -0.78  -0.91  1.18  0.059
H  0.51  -0.58  -0.52  0.038
H  -2.15  -1.05  0.31  0.088
H  -0.70  1.10  1.17  0.079
H  -0.91  0.14  -1.52  0.233
H  0.20  1.88  -0.10  0.137
H  -0.79  -2.26  0.03  0.165

Results
Total charge ... +1

---

Entry two
An isolated ion of composition C3H9N2 and charge +1. Source: OMol25; level of theory: ωB97M-V/def2-TZVPD.

Each line ends with the Löwdin charge.
Atoms and positions in Å:
N  0.14  -0.02  0.35  -0.136
N  -0.07  -1.39  -1.58  0.194
C  0.28  -1.12  -0.34  -0.144
C  0.47  0.40  1.71  -0.001
C  -0.62  1.21  -0.45  0.073
H  -0.41  0.16  2.30  0.111
H  -1.69  1.35  0.06  0.147
H  -0.78  0.80  -1.43  0.044
H  -0.32  -0.68  -2.19  0.092
H  1.44  0.02  2.02  0.106
H  0.82  -2.05  0.19  0.212
H  0.15  -2.29  -1.86  0.103
H  0.02  2.13  -0.27  0.110
H  0.55  1.49  1.49  0.089

Results
Structure (SMILES) ... CN(C)C=[NH2+]
Total charge ... +1

---

Name the most stable of them. entry two.